C33H52AsF6InN5O5SSbSi3 as an isolated structure. Source: the Open Molecules 2025 dataset; level of theory: wB97M-V/def2-TZVPD.

```
108
C33H52AsF6InN5O5SSbSi3 (wB97M-V/def2-TZVPD)
H 1.4450 2.5507 -2.1007
F 2.7722 2.0157 -0.1905
C 1.4171 -0.1251 3.5400
C -3.9957 -1.0147 1.6034
C -0.8444 -0.0841 5.1777
H -2.7885 -4.5255 -4.2207
C 0.4007 0.4150 5.6713
H -5.0781 -0.9086 1.7271
C -1.7767 -3.9067 2.5021
H 2.4452 0.7739 5.2149
C -0.2574 2.9145 -3.3323
H -3.5129 -0.1129 1.9866
F 5.4717 1.9794 -0.2598
H -1.9094 -0.9814 3.5579
H 0.0361 2.2058 -4.1121
O -2.2432 4.7837 6.1354
C 1.4958 0.3751 4.8766
Si -1.0879 -3.9592 0.7609
H -1.7281 -1.8029 -4.9634
O -2.7174 1.9919 2.2481
H -1.3508 2.9101 -3.2700
H 5.4000 0.0696 -0.7676
C 3.2252 0.8865 -6.2782
H 0.9040 -3.1934 -2.8741
H -1.2992 -0.6482 -3.6896
H -3.6760 -1.8766 2.1842
C 2.0623 -0.2389 -4.5301
H 1.3076 -3.4715 1.3234
H -3.2483 0.5324 -2.0024
As -1.4733 -2.0695 -0.6223
C -0.0841 1.1305 -1.6096
H -2.8035 -3.5505 2.5527
H 0.2512 4.5692 -1.2404
H 2.0314 -0.8870 -6.5773
O -0.2940 5.2681 6.9027
Si -3.6403 -1.1786 -0.2176
H -1.1390 1.1328 -1.3344
In 0.7412 0.0126 0.0066
F 2.8424 4.5133 0.7470
H -2.2609 3.2889 4.2016
H -4.7753 0.7821 -1.1401
N -1.0293 4.7790 6.0613
C -0.0260 3.5608 -0.9239
C -1.4980 1.8924 2.0707
C -3.7227 0.5064 -1.0197
C 0.1702 -0.7084 3.0581
C 1.5352 3.6894 3.6006
H -1.7220 -0.0044 5.8089
H 1.5362 4.8939 5.3919
N 4.8057 -0.6863 -1.0929
C -0.6061 2.7602 2.9534
H 1.1619 -4.3815 -0.1775
C 0.3602 2.5374 -1.9847
H -3.2404 1.2443 -0.3752
H 0.4495 0.8420 6.6638
C 2.5465 -0.0734 2.7343
H 0.9052 -5.2069 1.3686
S 2.3706 -1.7431 -1.0708
H 0.1086 -3.9049 -4.2823
C 3.2587 1.6291 -4.0102
C -2.9368 -4.2455 -3.1717
H -3.9460 -3.8485 -3.0705
O 0.0892 -1.2785 1.9425
H -2.9051 -5.3772 -0.2379
H -4.9824 -2.1451 -2.0901
C 0.7562 2.9167 2.7450
C 3.6710 -0.8728 -0.4133
H -5.9315 -2.0025 -0.6091
Si -1.6083 -2.9744 -2.7821
C 3.6650 1.7947 -5.3281
C -1.9185 -1.5141 -3.9251
C 2.4031 -0.1546 -5.8728
F 5.5330 4.4652 0.7098
C 0.0401 -3.7740 -3.1976
H -1.3436 -5.7584 -0.9706
N 3.7044 -0.3960 0.8620
H -2.9633 -1.1987 -3.8543
O -0.9398 1.1061 1.2396
F 4.1237 3.8850 -1.5348
H 3.5156 0.9901 -7.3164
H -1.1060 3.5392 -0.7452
C -1.1994 3.3978 4.0392
C -4.9507 -2.2807 -1.0063
H -1.7245 -6.3517 0.6454
H 2.5897 3.8064 3.3963
H 1.2292 2.4518 1.8896
H 0.1136 -4.7634 -2.7384
H 3.5697 2.3339 -3.2443
N 2.4713 0.6314 -3.6132
H 4.3060 2.6251 -5.5934
H -1.1739 -3.3105 3.1849
H 0.0563 3.9139 -3.6461
H 4.7697 -0.8585 -2.0835
H -4.7912 -3.3418 -0.8038
C 0.9596 4.3007 4.6990
H 0.4737 3.3747 0.0250
C -1.8389 -5.4997 -0.0316
C 0.7527 -4.2662 0.8279
Sb 4.1609 3.2645 0.2510
N 2.5200 -0.2692 1.4166
C -0.4045 4.1372 4.8898
H -2.8604 -5.1500 -2.5700
H -1.7745 -4.9458 2.8480
H 0.0620 0.4553 -2.4567
C -0.9626 -0.6304 3.9443
F 4.1424 2.5391 2.0036
H 3.5257 0.1341 3.1588
H 1.4296 -1.0476 -4.1728
```

Results
- Net charge: -1
- Max |F|: 0.0215 Eh/bohr
- Multiplicity: 2
- Expectation value of S²: 0.792
- Energy relative to the best compared isomer or geometry (same formula, charge and spin): 34.9 kJ/mol
- Lowest unoccupied orbital energy (alpha / beta): 0.0680 / -0.0053 hartree
- Highest occupied orbital energy (alpha / beta): -5.75 / -6.00 eV